# 1
Here is the molecule C4H9NO from the Open Molecules 2025 dataset. Energies are from ωB97M-V/def2-TZVPD.

Properties
HOMO, eV: -9.022
Orbital gap, eV: 9.73
SMILES: [H]/N=C\[C@@H](C)OC
ΔE to the lowest compared entry with this formula, charge and spin, kcal per mole: 108.3

CARTESIAN COORDINATES (ANGSTROEM)
C -1.14224 1.52201 0.09881
C 1.09703 -0.65413 0.96823
H -1.54313 0.88917 0.91036
H 0.07700 -2.08830 -1.47871
H -1.12508 -1.41830 -0.36219
H 1.61349 -0.06850 -0.99066
C 0.75889 -0.35943 -0.38175
H -0.75858 -0.56432 -1.86064
C -0.33175 -1.16839 -1.06385
N 1.44319 -0.29600 2.08305
H 1.17921 0.66080 2.32185
O 0.19606 1.25127 -0.18742
H -1.23933 2.56950 0.41200
H -1.79394 1.38369 -0.78088
H 1.56919 -1.65907 0.31180


# 2
Here is a cluster of 2 separate species, C24H21BF6N4O12 in total from the Open Molecules 2025 dataset. Energies are from ωB97M-V/def2-TZVPD.

Properties
HOMO, eV: -8.861
Orbital gap, eV: 4.74

CARTESIAN COORDINATES (ANGSTROEM)
H -4.02205 -4.20001 -3.14572
C -1.39642 3.59133 0.74706
H -8.78385 2.47069 -0.03063
O 8.50715 -0.29818 1.56847
O 0.90151 -0.93907 -1.64525
O 8.76868 -1.32992 3.66446
C 3.17474 0.72509 0.99063
H 0.64232 -4.87668 1.73050
H 2.92646 -0.30352 1.50687
C -3.06482 -3.59011 -2.83131
H -0.47472 0.66972 -2.05189
C -2.39623 -2.51803 -3.88796
C 9.89477 -0.68379 3.33105
F -5.71129 5.44613 -1.06054
H -0.02268 -5.23475 -0.00534
C -0.95445 -2.84512 -0.95514
H -2.41494 -1.42046 -5.97371
C -0.27513 -1.74906 -2.01712
H 1.24319 0.85595 -2.80613
F -6.31167 1.95241 0.38513
H -2.77382 -4.55231 -0.63064
O 7.40344 -2.40614 1.98641
F -3.76235 2.79694 -1.41508
O 5.39634 -3.41966 1.73584
H 1.82772 3.35144 1.51335
H -0.60385 -0.87092 -4.24820
O 10.57584 0.61180 1.46360
O 10.89588 -0.65032 4.02813
C -7.96582 4.35785 -0.24986
H -2.31075 -3.70529 1.52699
C -6.40446 4.15983 -0.81588
C 6.07133 -2.47703 2.11682
O 6.59960 -0.46559 3.04195
F -5.88415 3.87568 1.72980
N -0.99660 2.51398 -0.23658
H -4.10753 -1.71088 -5.19322
H 3.92619 1.45385 1.54503
H -0.83625 -3.45186 2.72532
C -2.29914 -3.75423 -1.35837
C -0.26230 -3.02751 0.52794
C 9.73454 -0.05205 2.04749
O -8.91810 3.26544 -0.64011
C -1.05592 -1.64902 -3.49040
C -1.36990 -3.01170 1.76316
H 0.47932 -2.12590 0.66549
C -4.04850 2.99743 0.05499
N 1.20462 1.37123 -0.68995
C 0.47750 2.29351 0.02127
N -0.22942 4.05177 1.59217
C 2.67298 1.17543 -0.33974
C -3.05842 -2.24231 -5.39660
C -5.62796 3.29985 0.37313
H -3.18234 -3.23353 -6.00678
H 3.45820 1.41747 -1.18444
C -2.98841 4.04881 0.73679
C 0.66128 0.50177 -1.82686
N 0.84206 3.25406 1.13149
O -8.30282 5.39631 0.52009
C 5.57895 -1.28874 2.76323
C 0.58274 -4.45661 0.63989
F -3.75178 1.65347 0.67841
H -0.24521 4.79246 2.32698
B 7.81963 -1.12486 2.56552
O 4.41265 -1.04552 3.02731
F -6.56695 3.36513 -2.08859
H 1.68841 -4.36156 0.20399
O -3.27270 5.24950 1.24732
H -1.71432 -1.89410 1.99792


# 3
Here is a structure of composition C46H58N2O2PdS2Se from the Open Molecules 2025 dataset. Energies are from ωB97M-V/def2-TZVPD.

Properties
HOMO, eV: -0.810
Total charge: -2
Orbital gap, eV: 4.89
ΔE to the lowest compared entry with this formula, charge and spin, kcal per mole: 13.5

CARTESIAN COORDINATES (ANGSTROEM)
C -4.90169 -3.75340 0.05053
H -4.29041 -5.10803 5.82036
H -1.32122 -4.92006 5.10110
H 4.29998 -2.87883 -0.33016
O -1.06865 -1.89158 -0.13912
H -5.19090 -2.70456 0.14054
H -5.24616 -4.27626 0.94486
H -5.93721 2.60643 5.79732
C -5.42376 2.37932 4.85632
H -5.85232 3.42715 -0.97208
C 5.34083 -3.01155 -0.60603
H -4.56355 -2.09238 5.19724
H 9.03855 -3.39597 -1.63429
Se -0.16988 0.00873 2.20181
H -3.62223 -5.59575 4.25578
C -3.37677 -3.86116 -0.13500
C -1.63345 -2.19499 0.94104
H 5.85383 0.04202 -2.03260
C 2.79502 -0.36882 -1.92384
C 6.00325 -4.20450 -0.37543
C -2.17878 1.59960 3.51838
S 2.35281 -0.52191 -0.22665
C -2.10050 1.78976 1.05124
C 1.99834 0.24767 -2.82133
H -3.35672 1.05309 6.01195
H -3.28605 2.04708 -1.67163
H 4.87165 -0.23068 -0.57790
C 7.33481 -4.35187 -0.75301
H -3.82684 3.65493 -2.19884
C 4.21732 -1.12574 -3.70705
H 7.84839 -5.29225 -0.58901
C -1.28302 -1.57797 2.19977
C 7.33189 -2.09128 -1.57377
H -1.90790 -5.44311 -0.32024
H 5.48038 -5.02919 0.09422
C 5.20957 -0.68424 -1.51076
H -3.80991 -4.41700 2.37119
H -5.95982 2.87491 4.04566
H -5.40273 1.87882 -0.22991
H 2.42307 -3.06563 -8.47278
C 1.44726 0.15430 -5.22691
C 5.99841 -1.94217 -1.21708
H 0.71585 -2.09451 -3.93530
C -3.07531 -3.62058 2.32824
H -2.76604 5.24779 0.18785
H -3.99922 -2.83428 6.70994
H 5.26614 -1.35896 -3.90944
C -3.87277 3.40201 -0.06231
C -3.72308 2.99710 2.39452
H -2.25146 2.42591 6.20475
C -3.68631 -2.47506 5.72282
C 1.09134 -2.31539 -4.92967
C -1.72265 -2.02479 3.42737
C -2.67509 -3.19801 1.06993
C -3.95419 2.82765 4.91024
C 7.99896 -3.29040 -1.34422
O -1.57671 1.43149 -0.06549
C 2.05123 -2.85884 -7.47530
H -1.36137 -1.51683 4.31768
C -2.98839 -5.34754 -0.19693
C -1.79551 -4.11349 5.66380
H -4.28383 5.43627 -0.70939
C 1.15664 -3.62186 -5.38461
H -3.27376 -5.87305 0.71784
H -3.48020 -5.83723 -1.04524
C 1.63437 -3.90114 -6.66005
H -2.99215 -1.64516 5.86302
H 7.85865 -1.26504 -2.04060
H -4.37167 4.61770 6.08617
C 3.79488 0.17512 -4.40801
C -1.62502 1.28744 2.29342
H 0.82919 -4.43167 -4.74375
H -2.84848 4.67239 5.17216
H 1.67528 -4.92265 -7.01898
H -3.69086 -3.70282 -2.26581
C -5.34658 2.96321 -0.11889
C -3.88984 4.34573 5.14055
Pd 0.22586 0.34760 -0.13310
C -3.30081 2.13915 6.11058
H -3.24822 -2.16316 -1.49297
H -1.06219 -3.31487 5.78125
C -4.03761 -4.75566 4.81584
H -5.42058 -4.18355 -0.81278
H 2.31337 -0.73956 -7.66013
H -2.21781 3.41957 -1.48683
C -3.25967 2.46418 3.59971
H -1.74766 1.13882 4.39983
C -3.05963 -3.23564 -1.49853
H -2.06512 -4.48990 6.65772
H -3.81944 2.42764 7.02895
H -5.88410 3.23980 0.79085
H -4.95950 -4.43261 4.32737
C -3.03422 -3.60382 4.90872
H 3.98914 0.12661 -5.48214
C -3.20108 2.71100 1.14268
C 1.98812 -1.55032 -7.01588
H 1.59678 0.85869 -6.05410
N 4.01962 -0.99712 -2.28444
N 2.40364 0.47397 -4.16788
H 3.60485 -1.94710 -4.08675
C -3.25898 3.10732 -1.43655
C -3.80798 4.92667 0.13462
H -5.47308 1.30289 4.68163
C -2.61403 -3.08717 3.53385
H 0.46268 0.33844 -4.79635
S 0.41630 0.88037 -2.38126
C 1.50890 -1.25900 -5.74237
H 4.39746 0.98936 -3.98143
H -4.38692 4.89034 4.33659
H -4.55926 3.68804 2.44109
H -2.01571 -3.37012 -1.76429
H -4.31008 5.24350 1.05127


# 4
Here is the ion C9H7N2OS2 with charge +1 from the Open Molecules 2025 dataset. Energies are from ωB97M-V/def2-TZVPD.

Properties
HOMO, eV: -12.006
Total charge: +1
Orbital gap, eV: 5.84
SMILES: C#[N+]OSc1cc(C)ccc1N=C=S
ΔE to the lowest compared entry with this formula, charge and spin, kcal per mole: 0.0

CARTESIAN COORDINATES (ANGSTROEM)
C 1.09825 -1.21710 0.12696
H -1.91131 -2.66260 0.69717
H -3.68862 -0.84860 0.41235
C 3.57660 -1.51984 0.23311
S 5.10810 -1.72675 0.24676
C 1.04789 4.63176 0.48284
C -3.12575 -0.56570 -0.47452
S 1.73261 1.16456 -1.05672
C -0.74399 0.19256 -0.64736
C 0.64212 -0.00104 -0.47957
H 0.49050 -3.06400 1.01927
C -1.66561 -0.74789 -0.25108
H 0.69007 5.62040 0.47983
N 1.44945 3.55482 0.54577
H -3.45415 -1.21480 -1.28761
C -1.19462 -1.92554 0.36736
N 2.37849 -1.51408 0.28546
O 1.85947 2.43055 0.60183
H -3.36363 0.45911 -0.74053
H -1.07008 1.10966 -1.11414
C 0.14420 -2.15545 0.55281


# 5
Here is the molecule C16H19N3O3 from the Open Molecules 2025 dataset. Energies are from ωB97M-V/def2-TZVPD.

Properties
HOMO, eV: -8.059
Orbital gap, eV: 8.51
SMILES: N[C@@H](Cc1c[nH]c2ccccc12)C(=O)N1CCC[C@H]1C(=O)O
ΔE to the lowest compared entry with this formula, charge and spin, kcal per mole: 30.8

CARTESIAN COORDINATES (ANGSTROEM)
H 0.73715 0.70044 1.33769
C -1.94702 1.88378 1.71083
C -2.37151 0.67308 0.88681
H -1.41480 2.57692 1.03580
C 0.82535 -2.42193 -0.68145
C -0.15575 0.26543 1.86817
O -2.16408 -1.93391 -0.24965
C 2.53299 2.27197 -1.62087
C 1.52198 2.68857 -2.44827
H -0.36811 2.12403 -3.38946
C 2.96833 -1.00622 -0.13468
C 1.46400 0.03325 -1.43387
H 0.57167 -2.07663 1.43004
C 1.74047 -1.23724 -0.73412
H 3.37668 2.92265 -1.34895
H 3.49860 -1.74639 0.48647
H -2.85865 -0.69341 -0.97314
O -3.28226 2.22713 -0.66483
H -0.32386 2.00332 3.24128
C 0.42960 0.49147 -2.24901
C -1.22196 -1.52806 0.45287
H 0.27098 -4.45591 1.06556
H 0.15955 -2.40486 -1.54031
H 0.22335 -0.58988 2.46313
C -2.93568 1.11035 -0.49121
H -1.53308 0.73283 3.47566
H 1.39983 -3.36980 -0.69763
H -0.51799 -0.03342 -2.41739
N -1.15105 -0.26583 0.89950
N -0.50588 -3.84292 0.78372
H -2.79150 2.37658 2.17715
C -0.04663 -2.49049 0.62192
H -3.19843 0.11737 1.37819
H 4.23423 0.67399 0.11227
C 2.53878 0.91413 -1.18493
H -1.22298 -3.94590 1.46023
C -0.95434 1.26746 2.71491
N 3.41421 0.29194 -0.35421
O -2.91792 0.18950 -1.42006
H 1.51500 3.70693 -2.81197
C 0.46070 1.79968 -2.75616


# 6
Here is the molecule C2H3NO4 from the Open Molecules 2025 dataset. Energies are from ωB97M-V/def2-TZVPD.

Properties
HOMO (spin up / spin down), eV: -8.670 / -8.668
Orbital gap (spin up / spin down), eV: 8.53 / 8.52
ΔE to the lowest compared entry with this formula, charge and spin, kcal per mole: 158.2

CARTESIAN COORDINATES (ANGSTROEM)
O 1.09484 -0.08300 0.74957
H -0.24875 -0.37161 -0.76887
O 1.10179 0.98068 -1.17611
H 1.94113 1.21356 -0.74710
O -0.25489 -1.77987 1.07352
N 0.71930 -0.93272 1.67105
O -2.23878 -2.19804 0.35855
C -1.50082 -1.51211 0.99780
H -1.76431 -0.67836 1.50018
C 0.57234 0.01321 -0.38411